Computed, not measured: 6 unconnected molecules or ions with the total composition C33H31BO16P2S, with ωB97M-V with the def2-TZVPD basis set.

```
84
C33H31BO16P2S | the Open Molecules 2025 dataset | ωB97M-V with the def2-TZVPD basis set
H 1.90 2.81 1.89
H 6.83 -1.21 0.30
O 4.39 -4.73 1.57
O -4.17 -2.52 5.68
C 2.91 3.00 7.14
H -4.88 0.44 -9.88
C -0.56 0.56 -6.10
O -2.86 2.80 -6.67
H 0.33 -1.59 0.68
B -1.30 0.63 0.72
O 1.42 -0.10 8.05
H -0.65 3.52 1.12
C -1.73 1.20 -4.04
C 1.94 0.76 7.35
C -4.54 1.37 -9.47
C -3.81 0.62 2.65
C -4.36 3.88 -9.71
C 2.21 0.52 5.92
O -2.63 0.98 -3.23
H -1.78 4.18 -0.24
H -2.24 -0.49 -5.33
P 0.35 -0.21 0.17
H -4.57 4.76 -10.30
H 2.13 2.23 8.96
C 5.29 -4.24 0.90
O 3.11 -0.58 1.72
O 8.29 -2.59 -1.35
C -4.82 2.59 -10.26
O -1.19 -0.29 3.47
H -3.69 0.56 -7.70
P 2.10 0.72 1.09
H 1.91 -0.45 5.53
O -1.05 -6.65 4.45
C 6.58 -2.26 0.25
O 1.27 1.90 -6.73
H 7.67 -5.11 -1.44
H -2.10 -2.31 4.13
H -3.12 -6.86 6.00
H -3.01 2.16 0.09
O 0.08 3.43 -0.99
H -0.63 -4.25 3.56
C 2.78 1.45 5.15
C 6.09 -5.06 -0.03
O 1.68 1.92 2.32
S -2.15 -0.16 2.24
C -1.54 0.33 -5.22
C -3.72 -4.82 5.92
C 2.33 2.07 7.91
H -1.83 1.61 -1.28
C -1.02 3.29 0.02
H 0.88 3.38 -4.63
C -3.45 -3.47 5.40
C 5.61 -2.80 0.98
C 7.07 -4.52 -0.76
H 3.20 3.97 7.53
H -3.76 1.78 2.74
C -2.28 -3.31 4.51
C 3.17 2.76 5.71
C -1.50 -4.35 4.20
O 3.70 3.62 5.01
H -4.58 -4.93 6.57
C -3.90 1.44 -8.29
O -5.40 2.53 -11.33
H -0.41 -0.06 -6.97
H 5.01 -2.21 1.67
C 0.37 1.69 -5.93
H 2.53 -1.15 2.30
C -1.77 -5.70 4.73
H -4.62 0.27 1.85
C -3.72 3.95 -8.54
C 0.18 2.56 -4.74
H -0.95 2.95 -2.99
O 2.89 1.52 -0.05
C -3.45 2.73 -7.74
C -0.80 2.33 -3.87
H -3.38 4.89 -8.12
H -4.16 0.16 3.69
H 0.94 3.67 -0.53
H 2.98 1.29 4.10
C 7.39 -3.08 -0.68
C -1.88 1.91 -0.13
H 5.85 -6.11 -0.08
C -2.94 -5.86 5.62
O -2.46 -1.64 1.80
```

Output
* gap between HOMO and LUMO: 7.7 eV
* total charge: 0


Computed, not measured: a molecular structure, C33H31BrClIN6O4S2SeSiTi, with ωB97M-V with the def2-TZVPD basis set.

```
82
C33H31BrClIN6O4S2SeSiTi | the Open Molecules 2025 dataset | ωB97M-V with the def2-TZVPD basis set
C -2.26 1.93 -3.63
H 0.06 -5.88 0.00
C -3.31 3.74 -1.37
H -1.79 2.20 4.12
C -1.34 1.34 2.21
H 3.85 4.41 -4.66
N -0.98 1.14 -1.99
H 0.00 3.32 -0.85
H -4.87 0.02 2.08
O -1.78 -1.21 -5.47
C 2.72 1.09 4.17
C 3.66 3.81 -3.77
C -2.16 1.61 3.29
O 0.45 -1.09 -1.74
C 2.66 -2.83 -0.63
Si -1.44 -4.37 1.29
C 3.73 -3.71 -0.51
H -0.64 -6.76 1.38
N 1.45 0.06 1.88
C 1.58 -0.66 2.99
C 2.67 -1.54 -0.08
H 3.69 -4.70 -0.94
H -4.13 1.29 4.10
H 3.20 1.47 5.07
Cl -3.11 3.11 -4.52
H 0.69 -5.61 1.62
C -3.55 4.78 -0.49
H -3.36 -5.72 0.42
C -1.02 0.26 -2.95
C -1.82 0.70 -4.04
I -3.69 -0.83 -0.55
C -3.87 0.41 2.16
H -2.52 -5.23 3.43
C 2.27 1.78 -2.64
H -1.19 -4.09 3.75
C -0.99 3.75 -0.74
C 2.19 -0.22 4.15
H 2.40 3.00 0.55
H -2.75 -3.48 3.20
C -2.52 5.31 0.27
Se -0.46 -2.37 0.95
N -1.71 0.63 1.14
C 2.00 2.00 0.66
C -2.96 0.20 1.14
Ti 0.86 -0.45 -0.13
H 3.66 4.44 -2.88
H -0.43 5.19 0.74
N -1.74 2.17 -2.39
C -0.27 -1.01 -2.79
H -1.20 -1.53 -4.68
C 2.01 1.32 1.88
H 3.96 -0.17 0.98
C 3.85 -1.16 0.57
S 3.29 0.48 -2.93
H 1.15 -1.66 2.96
C -1.24 4.78 0.14
H 5.83 -1.70 1.24
N 1.57 1.36 -0.43
H 3.03 2.86 3.00
H -3.74 -3.99 0.36
C 4.94 -2.02 0.71
C -2.18 0.03 -5.32
N 1.63 2.14 -1.57
C -2.96 -4.74 0.20
Br 6.31 -4.52 0.45
C -2.02 3.24 -1.51
C -0.22 -5.80 1.05
O -2.84 0.60 -6.17
H -0.33 1.73 2.19
H -2.70 6.13 0.95
H 2.26 -0.87 5.01
C -3.45 1.12 3.27
H 4.40 3.02 -3.68
H -4.56 5.16 -0.37
C -2.04 -4.31 3.10
O -0.35 -1.89 -3.66
H -2.68 -4.71 -0.86
H 1.79 -3.16 -1.19
H -4.13 3.30 -1.93
S 2.03 3.03 -3.96
C 4.85 -3.29 0.19
C 2.63 1.85 3.04
```

Output
* gap between HOMO and LUMO (spin up / spin down): 4.8 / 5.6 eV
* total charge: -2
* spin multiplicity: 3


Computed, not measured: a molecular structure, C33H31CaClN2PS4Sb, with ωB97M-V with the def2-TZVPD basis set.

```
74
C33H31CaClN2PS4Sb | the Open Molecules 2025 dataset | ωB97M-V with the def2-TZVPD basis set
C 3.17 2.38 1.44
S -1.25 -5.68 3.24
H 4.05 -1.44 -2.08
H 5.59 -2.40 1.82
C -4.85 0.43 -1.48
C -3.54 -3.16 1.86
H 5.11 1.65 3.10
C -4.03 2.64 -2.94
C -5.75 1.09 -2.32
S 0.12 -3.29 0.40
H 3.64 1.70 -1.32
C 5.14 -1.43 1.69
H 5.45 -2.39 -1.55
C -3.01 -1.51 0.19
H -4.34 1.99 0.77
C -2.45 1.10 1.25
H 6.25 -0.54 3.30
H 0.57 2.80 -5.05
C 1.94 2.34 -3.35
S 2.21 -6.34 1.82
C 4.36 -2.36 -1.57
C -3.30 -1.84 1.51
H 4.10 -3.35 0.33
H 2.76 3.04 -3.45
H 2.69 -2.53 -0.20
C -1.44 1.06 2.21
Ca 0.50 -0.97 -0.90
H -0.88 0.77 -4.00
C -3.54 1.94 1.49
P -2.30 0.09 -0.28
H 4.96 3.61 1.51
H -2.69 -2.27 -1.80
C -3.00 -2.50 -0.79
C 2.74 1.08 -1.32
Cl -0.07 0.00 2.01
C 4.17 -1.26 0.71
H -3.26 -1.09 2.29
C 3.78 -2.43 -0.15
H 4.27 3.45 -0.10
H 3.99 -3.20 -2.15
C -3.61 2.71 2.64
N 2.59 0.16 -0.43
C -2.59 2.65 3.58
C -5.34 2.19 -3.05
H 2.85 2.58 2.47
H -0.70 1.75 4.08
C 1.80 1.37 -2.36
H -3.61 -5.19 1.18
C -3.13 1.99 -2.11
S 0.26 -3.42 -1.73
C -3.51 -4.15 0.88
H 3.49 4.50 1.08
N 0.64 0.65 -2.54
H -6.03 2.70 -3.70
H -4.46 3.35 2.80
H -3.65 -3.45 2.89
C -3.54 0.88 -1.36
C -1.50 1.82 3.36
C -3.27 -3.82 -0.44
C 0.06 1.17 -3.63
C 4.87 0.84 2.41
H 2.26 2.31 0.85
C 5.51 -0.38 2.53
C 3.89 1.05 1.44
H -3.18 -4.59 -1.19
C 0.81 2.22 -4.17
C 4.02 3.55 0.95
H -3.69 3.49 -3.53
Sb -0.01 -5.96 1.27
H -5.17 -0.43 -0.91
H -2.63 3.25 4.48
H -6.76 0.73 -2.40
H -2.10 2.31 -2.06
C 3.58 0.00 0.57
```

Output
* gap between HOMO and LUMO: 4.1 eV
* total charge: -2


Computed, not measured: a molecular structure, C33H31IrN5O3, with ωB97M-V with the def2-TZVPD basis set.

```
73
C33H31IrN5O3 | the Open Molecules 2025 dataset | ωB97M-V with the def2-TZVPD basis set
C -1.76 4.55 -0.51
C 4.39 2.12 1.21
C 2.52 -1.94 0.95
C -2.11 3.95 0.69
C -2.73 -1.10 -1.23
N 3.73 -1.65 -3.71
H -2.48 -1.54 -5.19
H -3.93 -0.55 -3.59
H -3.77 -3.34 -3.50
H 1.68 -4.31 -1.99
H -2.78 0.72 -3.97
H -3.83 -2.82 -0.74
H -1.03 -0.84 -4.48
C 1.21 -2.47 0.84
H -0.07 -3.74 -0.34
N 0.30 -0.51 -1.18
N 1.54 -0.56 -3.27
O 1.03 0.81 1.48
C 0.20 -2.05 1.72
H 6.40 2.77 1.58
N -2.52 -0.14 -2.11
H -3.09 3.49 3.22
C 2.05 1.34 0.85
Ir -0.58 0.02 0.56
H -0.78 -2.52 1.67
H -1.86 0.58 -1.84
H 3.92 -3.31 -1.81
H -3.56 2.10 5.21
O -2.22 -1.11 -0.09
C 2.72 -1.14 -3.46
H -2.79 -0.28 5.23
C 5.47 2.42 2.02
C -1.90 -0.11 3.29
C 3.10 1.53 3.15
C 3.20 1.67 1.77
H -2.65 4.53 1.43
H -0.05 1.98 -1.91
O 2.12 1.56 -0.34
C 0.98 -0.52 -2.13
C 4.18 1.83 3.96
H -0.72 4.30 -2.37
H -2.03 5.58 -0.70
C -1.75 -2.55 -3.41
C -0.68 2.50 -1.20
C -1.03 3.82 -1.44
C -3.00 -3.13 -2.75
H 4.10 1.72 5.04
H 2.17 1.18 3.58
H 4.47 -1.81 0.09
H 6.22 2.51 4.03
C 3.48 -2.25 0.01
C 0.93 -3.34 -0.24
H -1.00 -2.34 -2.65
H 4.44 2.23 0.13
C -2.59 0.37 4.39
C -1.76 2.63 0.94
C -2.76 2.47 3.26
H 2.74 -1.25 1.75
C -1.99 -1.29 -4.24
C 5.37 2.28 3.40
H -4.58 -1.82 -1.97
C -3.02 1.69 4.37
H -1.31 -3.32 -4.06
H 0.49 -1.56 2.64
C -2.88 -0.27 -3.52
N -1.62 0.65 2.23
C 3.18 -3.10 -1.05
H -1.55 -1.13 3.26
C -3.63 -2.24 -1.64
C 1.90 -3.66 -1.16
C -1.06 1.87 -0.02
C -2.06 1.92 2.18
H -2.74 -4.09 -2.30
```

Output
* relative energy (zero: lowest compared OMol25 entry of this formula, charge and spin): 0.0 kcal per mole
* gap between HOMO and LUMO (spin up / spin down): 7.5 / 6.4 eV
* total charge: 0
* spin multiplicity: 2


Computed, not measured: a molecular structure, C33H31OReS5Sb2, with ωB97M-V with the def2-TZVPD basis set.

```
73
C33H31OReS5Sb2 | the Open Molecules 2025 dataset | ωB97M-V with the def2-TZVPD basis set
C 1.55 2.93 1.76
C 0.50 3.60 2.39
C 2.33 -1.56 3.20
C 3.57 -1.99 3.66
C -2.94 -3.93 1.99
S -0.91 1.01 -3.01
C 1.41 -0.84 4.15
H -1.88 2.89 -0.97
H -2.45 1.86 -5.14
H 0.62 4.63 2.71
Re 0.73 -0.69 -1.69
H -3.95 3.82 -5.40
Sb 1.17 -5.33 -4.25
C -1.56 -2.19 1.17
H -1.48 3.46 3.17
C -0.89 1.61 2.28
H -3.08 -4.84 2.57
C 2.69 1.74 -4.59
H 0.36 -0.83 3.83
H -0.31 -3.65 3.56
H -4.75 -1.75 0.12
C 2.00 -1.86 1.88
C 2.84 -2.64 1.07
C 1.36 2.40 -2.20
C -4.04 -3.35 1.37
H -2.91 1.00 1.80
H -2.66 1.48 3.47
C -2.07 2.31 -3.05
H 2.52 -2.96 0.09
S 2.72 -0.61 -1.26
H 1.71 0.20 4.30
H 0.41 -4.03 1.99
O -0.79 0.60 -1.44
Sb 0.21 -1.07 1.15
H 5.39 -3.04 3.25
C 2.62 2.88 -2.44
H 0.82 2.67 -1.30
H -0.75 -5.12 2.72
C -2.32 3.11 -1.94
C 1.38 1.62 1.38
S 1.86 -6.61 -2.68
C -0.69 2.94 2.64
H 4.71 -3.67 0.95
H 3.86 -1.76 4.68
H 3.10 3.54 -1.72
H 3.21 1.52 -5.51
H -3.41 4.83 -1.27
C -2.65 -1.60 0.53
C 0.76 1.56 -3.17
S 0.23 -2.66 -2.05
H -4.42 5.28 -3.47
C -0.51 -4.07 2.57
C -3.18 4.18 -2.11
C 4.43 -2.72 2.86
C -2.64 2.53 -4.31
H 2.50 3.43 1.60
H 0.93 0.62 -5.12
C -3.75 4.44 -3.35
C -3.90 -2.19 0.62
H 4.27 2.96 -3.81
C 3.28 2.56 -3.63
C -1.67 -3.38 1.90
C 1.43 1.23 -4.37
H -2.54 -0.68 -0.04
H 1.42 -1.32 5.12
H -5.01 -3.81 1.47
C -3.48 3.62 -4.45
C 0.17 0.96 1.62
H -2.10 -0.09 2.92
C -2.20 0.96 2.63
S 0.48 -4.16 -5.90
H 2.22 1.09 0.94
C 4.06 -3.06 1.56
```

Output
* relative energy (zero: lowest compared OMol25 entry of this formula, charge and spin): 13.3 kcal per mole
* gap between HOMO and LUMO: 5.1 eV
* total charge: +4


Computed, not measured: a molecular structure, C33H32AlCl4N2O8P3, with ωB97M-V with the def2-TZVPD basis set.

```
83
C33H32AlCl4N2O8P3 | the Open Molecules 2025 dataset | ωB97M-V with the def2-TZVPD basis set
H 1.63 1.87 0.73
H 2.07 -3.10 4.19
H 1.49 5.15 -2.95
H 0.31 -5.01 4.11
C 0.68 -3.52 2.59
H 0.36 3.00 -3.21
H -1.67 2.62 -2.47
H -2.40 -1.69 -4.76
P 0.22 0.61 -1.35
Cl 2.45 4.93 4.08
C 1.53 4.43 -2.14
C 2.27 -1.44 -1.55
H 4.95 -1.61 -3.64
O -3.45 -1.61 2.10
H 2.83 -3.80 2.77
C -2.37 3.47 0.37
C -1.01 0.58 -2.68
C 1.45 -4.39 0.32
C 0.33 -4.94 3.02
H 3.95 -2.76 -1.72
O -3.90 -1.40 -0.38
Cl -3.70 5.39 -0.84
C -3.74 3.83 0.03
H -0.65 -5.24 2.64
O -2.42 0.30 0.73
H 1.06 -5.67 2.66
C 3.35 -0.18 -3.79
P -2.81 -2.54 -0.77
Al -0.75 -0.58 0.65
H 2.40 0.28 2.76
C 0.55 -3.40 1.07
H -0.50 -3.58 0.81
H 2.78 4.01 0.97
H 0.90 -5.20 -0.16
H -1.20 -0.35 3.06
N 0.92 -2.08 0.46
C -1.23 -0.63 -3.33
H -0.67 -1.52 -3.06
C -0.34 2.17 3.32
H -3.72 0.31 -5.42
P -3.61 -0.62 1.01
C 1.62 2.57 -0.09
O -2.95 -3.01 -2.15
C 2.18 0.28 -3.22
O -3.09 -3.68 0.31
H -0.30 4.23 3.94
H -1.42 2.12 3.31
C 2.27 3.79 0.05
H 3.51 2.39 3.39
N -1.29 3.21 0.63
C 0.89 3.21 -2.29
C 2.22 4.72 -0.98
C 2.06 -3.11 3.10
H 3.74 0.31 -4.68
O -4.88 0.31 1.20
H 2.71 5.68 -0.86
Cl -4.43 2.58 -0.99
O 2.06 -3.61 -0.71
C 4.02 -1.25 -3.22
H -5.54 -0.15 1.73
C -2.75 1.59 -4.00
C 3.47 -1.89 -2.13
C 1.70 -2.33 -0.51
H 2.25 -4.81 0.94
C -0.25 -0.23 2.55
O -1.46 -1.89 -0.38
Cl -4.66 4.00 1.53
H -0.07 -2.87 3.04
H 2.34 -2.11 2.76
H 1.68 1.13 -3.66
H 0.40 -1.03 2.88
C 1.64 -0.31 -2.07
C 1.66 3.43 3.68
H -3.25 -3.25 1.18
C 0.40 1.05 2.95
C -2.96 0.38 -4.65
C 0.28 3.36 3.67
C 0.93 2.27 -1.26
C -2.21 -0.73 -4.30
C 1.80 1.15 3.01
C -1.79 1.68 -3.00
C 2.43 2.32 3.36
H -3.35 2.46 -4.25
```

Output
* relative energy (zero: lowest compared OMol25 entry of this formula, charge and spin): 27.3 kcal per mole
* gap between HOMO and LUMO: 7.9 eV
* total charge: 0


Among the records above, which one has the highest total charge?
C33H31OReS5Sb2


Number 5 is which compound?
C33H31OReS5Sb2


Number 2 is which compound?
C33H31BrClIN6O4S2SeSiTi